The following is a quantum chemistry calculation of an isolated molecule of C4H5Br, from OMol25.

```
10
C4H5Br ωB97M-V with the def2-TZVPD basis set
C -0.11 -0.02 -0.05
C -0.52 -0.33 -1.25
C 1.31 0.12 -0.35
C -0.85 0.11 1.24
Br -0.36 -0.62 -3.03
H 1.67 1.02 -0.83
H 1.93 -0.76 -0.42
H -1.26 1.12 1.33
H -0.16 -0.05 2.06
H -1.67 -0.60 1.30
```

The frontier orbital gap (alpha / beta) is 8.2 / 8.0 eV. As for the relative energy (zero: lowest compared OMol25 entry of this formula, charge and spin): 291.9 kJ/mol. The calculation puts the HOMO energy (alpha / beta) at -8.015 / -7.811 eV. The total energy is -2729.259610 a.u.

Mulliken atomic charge list, values in e, 4 entries: atom 1 (C): 1.004, atom 2 (C): -0.579, atom 3 (C): -0.860, atom 4 (C): -0.996

=====

The following is a quantum chemistry calculation of an isolated molecule of C4H5Br, from OMol25.

```
10
C4H5Br ωB97M-V with the def2-TZVPD basis set
C -0.15 -0.38 0.03
C -0.99 -1.38 0.17
C -0.09 1.08 0.36
C 0.99 0.41 -0.50
Br 2.75 -0.11 0.00
H -0.76 -2.30 -0.29
H -1.96 -1.28 0.85
H -0.68 1.82 -0.16
H 0.02 1.41 1.29
H 0.89 0.72 -1.76
```

The frontier orbital gap (alpha / beta) is 5.3 / 5.8 eV. As for the relative energy (zero: lowest compared OMol25 entry of this formula, charge and spin): 390.8 kJ/mol. The calculation puts the HOMO energy (alpha / beta) at -4.599 / -9.760 eV. The total energy is -2729.112433 a.u. Its expectation value of S² is 2.01. Its spin multiplicity is 3.

Mulliken atomic charge list, values in e, 4 entries: atom 1 (C): 0.239, atom 2 (C): -0.670, atom 3 (C): -0.726, atom 4 (C): -0.020

=====

The following is a quantum chemistry calculation of a 2-piece molecular cluster, C4H5Br2N overall, from OMol25.

```
12
C4H5Br2N ωB97M-V with the def2-TZVPD basis set
C -0.67 0.37 -0.01
C 0.66 0.36 -0.66
C 0.97 -0.22 -1.82
Br -0.31 -1.16 -2.89
C 2.25 -0.17 -2.41
N 3.27 -0.13 -2.93
H -1.38 -0.28 -0.53
H -1.07 1.38 0.00
H -0.58 0.04 1.03
H 1.46 0.88 -0.14
Br 1.23 -3.25 -0.36
H -0.13 -3.62 -0.24
```

The frontier orbital gap is 10.2 eV. As for the relative energy (zero: lowest compared OMol25 entry of this formula, charge and spin): 0.0 kJ/mol. Its structure (SMILES) is C/C=C(\Br)C#N.Br. The calculation puts the HOMO energy at -9.838 eV. The total energy is -5358.165679 a.u.

Mulliken atomic charge list, values in e, 4 entries: atom 1 (C): -1.185, atom 2 (C): 0.197, atom 3 (C): 0.033, atom 4 (Br): -0.100

=====

The following is a quantum chemistry calculation of C4H5Br2NO3 as an isolated structure, from OMol25.

```
15
C4H5Br2NO3 ωB97M-V with the def2-TZVPD basis set
C 0.21 0.29 -0.07
C -1.06 0.26 0.16
C 1.26 -1.86 -0.91
C -1.96 1.42 0.44
N 2.09 -1.49 0.11
O 2.93 -0.58 -0.26
O 1.95 -1.90 1.24
O -1.44 2.56 -0.14
Br 1.59 1.47 -0.16
Br -2.04 -1.38 0.24
H 0.72 -2.80 -0.81
H 1.39 -1.37 -1.82
H -1.89 1.54 1.54
H -3.12 1.15 0.13
H -0.60 2.70 0.30
```

The frontier orbital gap (alpha / beta) is 7.5 / 7.5 eV. As for the relative energy (zero: lowest compared OMol25 entry of this formula, charge and spin): 433.4 kJ/mol. The calculation puts the HOMO energy (alpha / beta) at -9.467 / -9.481 eV. The total energy is -5583.624382 a.u.

Mulliken atomic charge list, values in e, 4 entries: atom 1 (C): -0.483, atom 2 (C): 0.864, atom 3 (C): -0.646, atom 4 (C): -0.544